{"formula": "C35H104FN2O19Zr", "method": "the ωB97M-V functional and the def2-TZVPD basis", "gap_ev": 5.60, "max_force_ha_per_bohr": 0.134, "total_charge": 1, "homo_ev": -9.728, "energy_ev": -83845.3565, "symbols": ["Zr", "C", "C", "C", "C", "C", "C", "N", "O", "C", "C", "C", "H", "H", "H", "H", "H", "H", "H", "H", "H", "H", "H", "H", "H", "H", "H", "H", "H", "H", "C", "C", "C", "C", "C", "C", "N", "O", "C", "C", "C", "H", "H", "H", "H", "H", "H", "H", "H", "H", "H", "H", "H", "H", "H", "H", "H", "H", "H", "F", "C", "O", "H", "H", "H", "H", "C", "O", "H", "H", "H", "H", "C", "O", "H", "H", "H", "H", "C", "O", "H", "H", "H", "H", "C", "O", "H", "H", "H", "H", "C", "O", "H", "H", "H", "H", "C", "O", "H", "H", "H", "H", "C", "O", "H", "H", "H", "H", "C", "O", "H", "H", "H", "H", "C", "O", "H", "H", "H", "H", "C", "O", "H", "H", "H", "H", "C", "O", "H", "H", "H", "H", "C", "O", "H", "H", "H", "H", "C", "O", "H", "H", "H", "H", "C", "O", "H", "H", "H", "H", "C", "O", "H", "H", "H", "H", "C", "O", "H", "H", "H", "H"], "coordinates": [[-0.9958, -1.1173, -3.2210], [2.4436, -2.3352, -0.8810], [2.5748, -3.5270, -1.8199], [3.0018, -4.6528, -0.8511], [2.9672, -6.0241, -1.4498], [1.5685, -6.2083, -1.9236], [0.9632, -5.2614, -2.9251], [1.2370, -3.8278, -2.4372], [0.6048, -2.7139, -3.0983], [-0.5283, -5.5224, -3.0451], [1.6314, -5.4849, -4.2711], [3.7394, -3.3419, -2.7740], [3.4247, -2.1325, -0.4516], [1.6764, -2.4771, -0.1199], [2.2503, -1.4184, -1.4379], [2.3460, -4.6538, 0.0196], [3.9750, -4.3933, -0.4344], [3.4397, -6.7567, -0.7956], [3.7753, -6.1869, -2.1630], [0.9556, -6.3584, -1.0348], [1.7621, -7.1722, -2.3942], [-1.1094, -5.0860, -2.2327], [-0.5805, -6.6083, -2.9667], [-1.0115, -5.1310, -3.9404], [1.5248, -4.5972, -4.8945], [1.1073, -6.2637, -4.8250], [2.6637, -5.8287, -4.2060], [3.7745, -4.2854, -3.3187], [4.6921, -3.1857, -2.2681], [3.4878, -2.4812, -3.3937], [1.4623, 1.7074, -0.5767], [0.3705, 1.3604, 0.4393], [0.0765, 2.6482, 1.2004], [-1.0769, 2.6148, 2.1760], [-2.2734, 2.1751, 1.3473], [-2.1341, 0.8014, 0.5927], [-0.8885, 0.8316, -0.1807], [-0.7503, -0.3045, -1.0537], [-3.3657, 0.7770, -0.3540], [-2.2459, -0.3364, 1.6662], [0.9920, 0.3514, 1.4544], [1.6863, 0.7732, -1.0916], [2.3938, 2.0776, -0.1485], [1.1477, 2.5110, -1.2426], [-0.1617, 3.3770, 0.4256], [0.9079, 3.1185, 1.7254], [-1.4063, 3.5568, 2.6145], [-0.8588, 1.9123, 2.9804], [-2.5914, 2.9515, 0.6515], [-3.1587, 2.2424, 1.9795], [-3.4617, -0.2193, -0.7854], [-3.3249, 1.4455, -1.2140], [-4.2887, 1.0477, 0.1589], [-1.7434, -1.2645, 1.3940], [-3.2482, -0.7332, 1.8281], [-1.9269, -0.1362, 2.6891], [1.3629, -0.5465, 0.9601], [0.2885, 0.1171, 2.2533], [1.8804, 0.8202, 1.8774], [-3.0060, -0.5104, -3.3167], [-6.2239, 0.8511, -2.6043], [-5.7892, 0.3978, -3.8145], [-6.2642, 0.1660, -1.7575], [-5.8805, 1.8752, -2.4580], [-7.2653, 1.0504, -2.8570], [-4.9228, 0.0244, -3.6370], [-3.4046, 6.2515, 0.3718], [-2.0866, 6.1143, -0.0464], [-3.7325, 5.4994, 1.0894], [-3.5439, 7.2656, 0.7463], [-4.0982, 6.1915, -0.4668], [-1.5300, 6.2290, 0.7273], [-0.5579, 2.6669, -4.1908], [-1.1436, 1.7202, -3.2872], [-1.4057, 3.2376, -4.5698], [0.2703, 3.2653, -3.8110], [-0.2654, 2.2191, -5.1406], [-1.7561, 2.2264, -2.7486], [2.2192, -1.8851, 3.7500], [2.3745, -2.0346, 5.1476], [2.8889, -1.1514, 3.3015], [2.4398, -2.8705, 3.3396], [1.1877, -1.6979, 3.4516], [2.3515, -2.9754, 5.3372], [-0.9779, -0.7059, 5.7528], [0.1440, -0.9647, 6.6590], [-0.6489, -0.0321, 4.9617], [-1.3628, -1.6332, 5.3286], [-1.8924, -0.2950, 6.1804], [0.9191, -1.1057, 6.1104], [4.3054, 3.5836, 2.2754], [4.6014, 3.7380, 3.5963], [5.2182, 3.5645, 1.6799], [3.6923, 2.6946, 2.1276], [3.6824, 4.4003, 1.9108], [4.5842, 4.6919, 3.7029], [4.9521, 0.9485, -1.4259], [5.5714, 1.6248, -0.3790], [4.1578, 0.3421, -0.9908], [4.6269, 1.7347, -2.1073], [5.6237, 0.3837, -2.0725], [5.8948, 0.9214, 0.1886], [-3.3352, -3.2184, -1.6646], [-1.9561, -2.7305, -1.8220], [-3.3310, -4.3083, -1.6502], [-3.7324, -2.8936, -0.7029], [-3.9291, -2.7227, -2.4325], [-1.4562, -3.0263, -1.0576], [-3.2648, -4.1408, 2.9580], [-3.7181, -4.9732, 1.9263], [-3.1013, -4.8954, 3.7273], [-2.3850, -3.4983, 2.9933], [-4.0782, -3.4898, 3.2785], [-4.5649, -5.3145, 2.2230], [0.4471, 5.5302, -2.0755], [-0.5887, 6.2755, -2.6415], [1.4310, 5.7353, -2.4973], [0.5148, 5.7224, -1.0047], [0.2256, 4.4664, -2.1616], [-1.2263, 6.5086, -1.9627], [5.6277, 0.0657, 2.3908], [6.6366, -0.2141, 1.4846], [5.5116, -0.8424, 2.9823], [5.8451, 1.0221, 2.8664], [4.6336, 0.0911, 1.9444], [7.4098, -0.4797, 1.9878], [-0.7725, 3.4321, 5.5639], [-0.8324, 4.0458, 6.8792], [0.2413, 3.4369, 5.1635], [-1.2224, 2.4477, 5.4342], [-1.4205, 4.1182, 5.0185], [-1.7356, 4.3195, 7.0547], [-0.3538, -4.7420, 1.0879], [-1.3642, -3.9620, 0.3823], [-0.2971, -5.7332, 0.6382], [0.6022, -4.2203, 1.0423], [-0.6062, -4.9427, 2.1291], [-2.1782, -4.3512, 0.7103], [2.4985, 0.0072, -4.0710], [1.3193, -0.0002, -3.2681], [3.4442, 0.1540, -3.5492], [2.5090, -0.8849, -4.6971], [2.3685, 0.7710, -4.8377], [1.7105, 0.3753, -2.4759], [-3.7311, 3.6802, -2.5486], [-2.3545, 3.8676, -2.0103], [-3.7384, 2.8432, -3.2467], [-4.3557, 3.5820, -1.6607], [-4.0256, 4.5625, -3.1168], [-2.4259, 4.5265, -1.3157], [-6.7689, -0.9178, 2.4765], [-7.3673, -0.1576, 1.4383], [-7.0123, -1.9778, 2.4042], [-5.7138, -0.7720, 2.2448], [-6.8745, -0.5246, 3.4875], [-8.3245, -0.1685, 1.5106], [4.2489, 4.7470, -0.9745], [4.3082, 5.4286, -2.2214], [4.9617, 3.9528, -0.7520], [4.3129, 5.4954, -0.1846], [3.2904, 4.2283, -0.9596], [5.0726, 6.0026, -2.1329]], "atomic_forces_ev_per_a": [[1.1, 0.7, 6.8], [0.2, 0.9, -0.8], [-0.3, 0.1, 1.2], [0.1, 0.0, 0.5], [1.9, 1.4, 0.3], [0.6, -2.4, 0.4], [0.7, 2.5, -0.5], [-0.6, -0.1, 1.0], [-1.3, 0.7, -0.3], [-0.1, 0.1, 0.6], [-0.4, -0.3, -0.9], [-0.8, 0.0, -0.5], [0.0, -0.3, 0.4], [0.1, 0.0, -0.1], [-0.5, 0.0, 0.0], [-0.3, 0.0, 0.0], [0.2, 0.2, -0.2], [-1.3, -0.4, 0.9], [-0.4, 0.7, -1.2], [-0.3, 0.1, -0.2], [-1.5, -0.4, -0.5], [0.3, -0.1, 0.3], [-0.6, 0.0, -0.4], [0.4, -0.2, -0.3], [0.3, 0.1, 0.1], [-0.1, -0.2, 0.1], [0.0, 0.4, 0.0], [0.4, 0.5, -0.5], [-0.1, 0.1, 0.1], [0.4, -0.2, -0.4], [-0.5, -0.2, -0.3], [0.6, -1.3, 1.3], [-0.5, 1.7, 0.0], [-0.8, -0.8, -1.1], [-0.6, -0.3, 0.2], [-1.0, 1.0, 1.0], [0.1, 0.5, -1.6], [0.3, -0.4, -1.3], [0.4, -0.8, -0.2], [-0.2, -1.0, -0.2], [0.1, 0.4, -0.5], [0.2, 0.2, 0.2], [-0.1, -0.3, 0.5], [-0.3, -0.3, -0.4], [-0.3, 0.3, -0.2], [0.8, -0.7, -0.2], [0.8, 0.3, 0.1], [-0.2, 0.0, 0.2], [0.8, 0.2, -0.6], [-0.2, -1.1, 0.3], [-0.2, -0.1, 0.1], [0.6, 0.2, 0.2], [0.1, -0.3, 0.3], [0.5, 0.1, -0.5], [-0.6, 0.6, -0.4], [0.4, 0.6, -0.1], [-0.4, -0.2, 0.0], [0.2, -0.1, -0.1], [0.0, 0.1, 0.3], [2.7, -1.3, -0.5], [-2.9, 1.7, 0.0], [1.8, -1.5, -1.1], [0.7, 0.1, 0.1], [0.6, -0.1, 1.0], [-0.6, 0.0, 0.7], [0.4, -0.2, -0.6], [-1.5, 0.9, 0.2], [0.9, -0.6, -0.5], [0.2, 0.0, 0.2], [-0.2, -0.1, 0.4], [0.3, -0.2, -0.3], [0.3, 0.0, -0.1], [-1.2, -0.1, -1.1], [1.2, -1.2, -0.8], [0.3, 0.9, 0.4], [-0.3, -0.1, 0.3], [0.5, -0.8, 0.3], [-0.1, 0.1, 0.8], [-0.1, -1.3, -0.5], [0.0, 0.6, 0.3], [0.0, 0.1, 0.4], [0.2, 0.1, -0.7], [-0.1, 0.4, 0.2], [0.0, 0.1, 0.2], [1.0, -0.6, 0.2], [-2.1, 0.6, -0.4], [-0.1, 0.0, -0.2], [0.4, -0.3, -0.4], [0.6, 0.4, 0.9], [0.3, -0.2, -0.2], [-0.6, -0.2, -2.0], [0.2, 0.7, 1.9], [-0.1, -0.3, -0.4], [0.3, -0.3, -0.1], [-0.1, 0.2, -0.2], [0.3, 0.0, 0.8], [-0.1, 0.7, -0.7], [0.5, 0.1, 0.3], [-0.4, -0.2, -0.7], [-0.8, 0.0, 0.0], [0.3, -0.6, 0.3], [0.7, 0.1, 0.5], [0.6, 0.8, 0.3], [-1.3, 0.8, -1.9], [-0.1, 0.1, -0.5], [0.2, 0.2, 0.1], [0.1, -0.5, -0.1], [0.8, -0.4, 0.8], [-1.1, -0.6, 3.0], [0.7, 0.5, -2.3], [0.3, 0.6, 1.0], [0.3, -0.4, -1.7], [-0.1, 0.2, 0.1], [0.0, -0.1, -0.2], [-0.1, -0.5, 0.9], [0.0, 0.6, -0.8], [-0.2, 0.2, -0.3], [0.2, 0.1, 0.2], [0.1, -0.2, -0.1], [0.0, -0.1, 0.1], [-0.9, -0.6, 0.9], [0.7, -0.3, -1.6], [0.1, 0.5, 1.2], [-0.4, -0.3, 0.7], [0.2, 0.5, -0.8], [0.1, 0.1, -0.2], [-1.2, 1.6, 0.4], [0.8, -1.1, -0.2], [0.0, 0.1, 0.3], [0.1, -0.3, 0.7], [0.3, -0.2, -1.1], [0.0, -0.1, -0.1], [-0.2, 0.0, -0.5], [1.0, -0.7, 1.1], [0.3, 0.1, -0.2], [-0.2, -0.1, -0.1], [-0.2, 0.5, 0.1], [-0.7, 0.0, -0.2], [-0.5, -0.3, -2.7], [0.2, -0.1, -0.1], [-0.4, -0.2, 0.3], [0.3, -0.4, 0.5], [0.3, 0.5, 0.2], [-1.3, 0.2, 0.7], [1.5, 1.1, 0.8], [-1.5, -0.8, -1.1], [0.0, -0.2, 0.4], [-0.5, -0.5, -0.5], [0.0, 0.1, 0.0], [0.3, 0.2, 0.2], [1.0, 0.4, -0.7], [-0.4, 0.1, 0.2], [-0.1, 0.0, 0.2], [0.2, -0.5, 0.2], [-0.6, 0.0, 0.0], [-0.1, -0.1, 0.1], [-0.8, 0.0, 0.2], [0.6, -0.5, 0.2], [0.6, 0.2, -0.6], [-0.2, -0.2, 0.3], [-0.3, 0.3, 0.2], [0.1, 0.2, -0.4]]}